1.
{
  "formula": "C21H64N14O9",
  "method": "the ωB97M-V functional and the def2-TZVPD basis",
  "homo_ev": -9.04,
  "smiles": "COC[C@H](C)N.COC[C@H](C)N.COC[C@H](C)N.COC[C@H](C)N.NC(N)=O.NC(N)=O.NC(N)=O.NC(N)=O.NC(N)=O",
  "charge": 0,
  "e_above_lowest_kj_mol": 628.9,
  "multiplicity": 1,
  "e_lumo_ev": -0.180,
  "homo_lumo_gap_ev": 8.86,
  "species": ["C", "O", "C", "C", "C", "N", "H", "H", "H", "H", "H", "H", "H", "H", "H", "H", "H", "C", "O", "C", "C", "C", "N", "H", "H", "H", "H", "H", "H", "H", "H", "H", "H", "H", "C", "O", "C", "C", "C", "N", "H", "H", "H", "H", "H", "H", "H", "H", "H", "H", "H", "C", "O", "C", "C", "C", "N", "H", "H", "H", "H", "H", "H", "H", "H", "H", "H", "H", "N", "C", "N", "O", "H", "H", "H", "H", "N", "C", "N", "O", "H", "H", "H", "H", "N", "C", "N", "O", "H", "H", "H", "H", "N", "C", "N", "O", "H", "H", "H", "H", "N", "C", "N", "O", "H", "H", "H", "H"],
  "positions_angstrom": [[4.59, 1.20, -1.44], [3.64, 2.03, -2.05], [3.40, 1.77, -3.47], [2.66, 2.98, -4.11], [1.22, 3.10, -3.48], [2.47, 2.66, -5.55], [4.66, 1.28, -0.36], [5.57, 1.33, -1.90], [4.38, 0.16, -1.66], [4.40, 1.74, -3.90], [3.00, 0.76, -3.46], [3.33, 3.84, -4.12], [0.55, 2.30, -3.78], [0.69, 4.00, -3.78], [1.19, 3.07, -2.39], [3.29, 2.99, -6.06], [1.66, 3.21, -5.81], [-2.90, -2.33, 3.76], [-2.37, -3.32, 4.67], [-1.77, -2.58, 5.81], [-1.27, -3.62, 6.88], [-0.61, -3.03, 8.19], [-0.36, -4.52, 6.18], [-2.15, -1.57, 3.55], [-3.83, -1.96, 4.20], [-3.23, -2.81, 2.84], [-0.97, -2.00, 5.36], [-2.51, -1.92, 6.26], [-2.17, -4.13, 7.23], [-1.34, -2.40, 8.68], [0.10, -2.24, 7.92], [-0.26, -3.75, 8.92], [0.38, -3.94, 5.80], [-0.88, -4.82, 5.38], [-0.65, -0.06, -1.91], [-0.51, 0.07, -0.50], [0.31, 1.06, 0.08], [0.77, 0.50, 1.41], [-0.39, 0.42, 2.51], [1.78, 1.30, 1.93], [-0.99, 0.88, -2.34], [-1.43, -0.81, -2.01], [0.30, -0.32, -2.39], [1.03, 1.25, -0.72], [-0.27, 1.98, 0.18], [1.39, -0.37, 1.18], [-1.37, 0.20, 2.09], [-0.46, 1.28, 3.18], [-0.03, -0.42, 3.11], [1.31, 2.20, 1.97], [2.43, 1.54, 1.20], [-4.50, -1.48, 0.10], [-5.30, -1.29, -1.14], [-4.46, -1.06, -2.27], [-5.36, -0.25, -3.19], [-6.45, -1.05, -3.93], [-4.59, 0.41, -4.26], [-3.92, -0.58, 0.30], [-3.86, -2.36, 0.12], [-5.20, -1.40, 0.93], [-3.58, -0.53, -1.89], [-4.26, -1.99, -2.81], [-5.83, 0.47, -2.52], [-6.01, -1.82, -4.55], [-7.07, -0.42, -4.57], [-7.18, -1.54, -3.29], [-5.16, 1.16, -4.63], [-4.44, -0.18, -5.07], [0.04, -3.50, -2.31], [1.30, -3.34, -2.46], [1.54, -2.61, -3.43], [2.16, -3.77, -1.66], [-0.62, -3.31, -3.06], [-0.23, -4.22, -1.65], [0.86, -2.09, -3.96], [2.47, -2.57, -3.80], [2.43, 2.04, 4.87], [2.82, 0.92, 5.40], [2.90, -0.02, 4.52], [3.02, 0.71, 6.56], [2.22, 2.76, 5.54], [2.04, 2.12, 3.94], [2.94, -0.95, 4.91], [2.88, 0.17, 3.53], [-2.66, 3.32, -5.43], [-1.65, 2.48, -5.55], [-2.00, 1.29, -5.15], [-0.62, 2.79, -6.14], [-2.49, 4.27, -5.74], [-3.61, 3.10, -5.20], [-2.97, 1.22, -4.86], [-1.41, 0.52, -4.88], [3.83, -4.71, 1.97], [4.36, -3.51, 1.90], [3.50, -2.61, 2.24], [5.51, -3.23, 1.76], [4.61, -5.35, 2.01], [2.89, -4.85, 1.63], [3.57, -1.61, 2.07], [2.60, -2.97, 2.52], [1.83, 6.33, 0.24], [2.33, 5.21, 0.32], [2.23, 4.58, -0.78], [2.76, 4.80, 1.42], [2.09, 6.86, 1.06], [1.57, 6.73, -0.65], [1.74, 5.09, -1.50], [2.61, 3.65, -0.86]]
}

2.
{
  "formula": "C21H64N17O12",
  "method": "the ωB97M-V functional and the def2-TZVPD basis",
  "homo_ev": [-8.92, -8.92],
  "charge": 0,
  "s2": 0.754,
  "multiplicity": 2,
  "e_lumo_ev": [-1.071, -6.674],
  "homo_lumo_gap_ev": [7.85, 2.25],
  "species": ["C", "C", "O", "O", "H", "H", "H", "C", "C", "C", "O", "C", "N", "H", "H", "H", "H", "H", "H", "H", "H", "H", "H", "H", "C", "C", "C", "O", "C", "N", "H", "H", "H", "H", "H", "H", "H", "H", "H", "H", "H", "C", "C", "C", "O", "C", "N", "H", "H", "H", "H", "H", "H", "H", "H", "H", "H", "H", "C", "O", "N", "N", "H", "H", "H", "H", "C", "O", "N", "N", "H", "H", "H", "H", "C", "O", "N", "N", "H", "H", "H", "H", "C", "O", "N", "N", "H", "H", "H", "H", "C", "O", "N", "N", "H", "H", "H", "H", "C", "O", "N", "N", "H", "H", "H", "H", "C", "O", "N", "N", "H", "H", "H", "H"],
  "positions_angstrom": [[-1.78, -0.05, 0.59], [-0.40, -0.32, 1.22], [0.60, 0.31, 0.83], [-0.39, -1.12, 2.18], [-1.56, 0.57, -0.28], [-2.42, 0.51, 1.29], [-2.29, -0.93, 0.22], [0.04, -5.59, 1.91], [1.04, -5.63, 0.71], [0.65, -4.65, -0.38], [-0.76, -4.90, -0.64], [-1.20, -3.86, -1.58], [2.42, -5.36, 1.26], [0.30, -6.40, 2.60], [-1.00, -5.68, 1.63], [0.15, -4.66, 2.47], [0.98, -6.62, 0.25], [1.21, -4.71, -1.31], [0.81, -3.66, 0.04], [-0.73, -3.91, -2.55], [-1.18, -2.89, -1.08], [-2.23, -4.15, -1.81], [2.40, -4.43, 1.66], [2.61, -5.87, 2.11], [7.78, 2.27, 1.66], [7.35, 1.03, 0.89], [5.92, 0.81, 1.27], [5.19, 2.00, 0.92], [3.85, 1.96, 1.47], [7.61, 1.07, -0.53], [7.76, 3.12, 0.97], [8.86, 2.13, 1.72], [7.39, 2.53, 2.64], [7.84, 0.15, 1.32], [5.76, 0.62, 2.33], [5.50, -0.04, 0.73], [3.12, 1.40, 0.88], [3.49, 2.94, 1.78], [3.77, 1.45, 2.43], [8.36, 1.69, -0.82], [6.76, 1.46, -0.91], [-4.12, 4.83, -5.36], [-4.00, 3.64, -4.48], [-5.19, 3.34, -3.57], [-5.15, 2.14, -2.82], [-3.92, 1.88, -2.10], [-3.53, 2.56, -5.29], [-4.76, 4.62, -6.22], [-3.16, 5.30, -5.54], [-4.69, 5.62, -4.86], [-3.21, 3.85, -3.77], [-6.15, 3.48, -4.08], [-5.27, 4.17, -2.86], [-3.28, 2.71, -1.79], [-3.25, 1.25, -2.69], [-4.23, 1.36, -1.20], [-3.64, 1.60, -5.00], [-2.52, 2.66, -5.34], [-0.42, 2.91, -4.04], [-0.20, 2.67, -5.16], [-0.57, 4.05, -3.54], [-0.76, 2.05, -3.13], [-0.76, 4.18, -2.56], [-0.39, 4.87, -4.11], [-0.75, 1.22, -3.72], [-0.43, 2.08, -2.18], [-4.73, -2.75, -0.90], [-4.57, -3.47, -1.86], [-4.86, -3.15, 0.37], [-5.00, -1.52, -1.04], [-4.79, -2.54, 1.17], [-4.69, -4.13, 0.53], [-5.08, -0.85, -0.29], [-5.15, -1.25, -2.00], [-0.73, 3.90, 0.30], [-1.05, 4.78, -0.48], [-1.30, 3.66, 1.40], [0.23, 3.10, 0.14], [-0.83, 3.14, 2.13], [-2.12, 4.24, 1.50], [0.72, 3.17, -0.74], [0.18, 2.24, 0.67], [-3.43, -2.92, 3.47], [-4.46, -3.59, 3.67], [-2.40, -3.37, 2.72], [-3.20, -1.74, 4.01], [-1.62, -2.73, 2.55], [-2.44, -4.33, 2.41], [-3.85, -1.39, 4.70], [-2.39, -1.21, 3.70], [2.67, -1.14, -2.21], [3.50, -1.42, -2.95], [2.51, 0.03, -1.53], [1.66, -1.85, -2.07], [1.98, 0.03, -0.67], [3.31, 0.64, -1.62], [0.81, -1.50, -1.66], [1.73, -2.71, -2.61], [-0.27, 2.25, 4.15], [-0.55, 3.20, 4.88], [-1.15, 1.37, 3.71], [0.90, 1.92, 3.75], [-2.13, 1.62, 3.62], [-0.81, 0.49, 3.38], [0.93, 1.10, 3.17], [1.75, 2.30, 4.13], [3.19, -2.02, 2.91], [4.38, -2.21, 3.27], [2.10, -2.20, 3.57], [2.87, -1.55, 1.78], [2.19, -2.52, 4.53], [1.28, -2.03, 3.02], [3.60, -1.37, 1.10], [1.91, -1.37, 1.53]]
}

3.
{
  "formula": "C21H64N8O11",
  "method": "the ωB97M-V functional and the def2-TZVPD basis",
  "homo_ev": -8.45,
  "smiles": "NC(N)=O.NC(N)=O.NC(N)=O.NC(N)=O.CC(C)O.CC(C)O.CC(C)O.CC(C)O.CC(C)O.CO.CO",
  "charge": 0,
  "e_above_lowest_kj_mol": 933.8,
  "multiplicity": 1,
  "e_lumo_ev": -0.084,
  "homo_lumo_gap_ev": 8.36,
  "species": ["N", "C", "N", "O", "H", "H", "H", "H", "N", "C", "N", "O", "H", "H", "H", "H", "N", "C", "N", "O", "H", "H", "H", "H", "N", "C", "N", "O", "H", "H", "H", "H", "C", "C", "C", "O", "H", "H", "H", "H", "H", "H", "H", "H", "C", "C", "C", "O", "H", "H", "H", "H", "H", "H", "H", "H", "C", "C", "C", "O", "H", "H", "H", "H", "H", "H", "H", "H", "C", "C", "C", "O", "H", "H", "H", "H", "H", "H", "H", "H", "C", "C", "C", "O", "H", "H", "H", "H", "H", "H", "H", "H", "C", "O", "H", "H", "H", "H", "C", "O", "H", "H", "H", "H"],
  "positions_angstrom": [[20.25, -3.32, -19.51], [21.11, -2.44, -19.00], [21.63, -2.89, -17.89], [21.13, -1.14, -19.38], [19.85, -2.94, -20.39], [20.22, -4.35, -19.33], [22.12, -2.22, -17.25], [21.64, -3.85, -17.66], [17.51, -2.97, -19.25], [17.25, -2.55, -20.40], [15.99, -2.48, -20.66], [18.21, -2.30, -21.30], [18.50, -3.09, -19.14], [17.00, -2.88, -18.35], [15.21, -2.82, -20.16], [15.80, -2.12, -21.66], [16.21, -1.73, -23.27], [15.53, -2.68, -23.77], [14.28, -2.44, -23.60], [16.03, -3.91, -24.15], [17.24, -1.92, -23.12], [15.88, -0.83, -22.92], [13.57, -3.15, -23.91], [13.92, -1.60, -23.23], [15.96, 0.18, -19.57], [15.37, 0.83, -20.52], [15.10, 2.03, -20.22], [15.17, 0.38, -21.79], [16.09, -0.82, -19.63], [16.34, 0.54, -18.68], [14.56, 2.66, -20.81], [15.44, 2.47, -19.36], [14.78, 3.74, -23.06], [14.05, 4.66, -22.08], [12.86, 3.87, -21.60], [14.68, 4.91, -21.02], [14.29, 3.75, -24.03], [14.79, 2.73, -22.73], [15.82, 4.11, -23.06], [13.85, 5.59, -22.61], [13.06, 2.88, -21.25], [12.13, 3.73, -22.33], [12.31, 4.39, -20.75], [14.23, 5.63, -20.68], [18.87, 1.14, -21.28], [18.47, 2.52, -20.79], [19.68, 3.37, -20.80], [17.60, 3.14, -21.50], [19.48, 1.00, -22.19], [17.95, 0.48, -21.50], [19.42, 0.65, -20.48], [18.17, 2.39, -19.76], [20.00, 3.62, -21.83], [20.51, 2.93, -20.29], [19.50, 4.36, -20.32], [16.77, 2.73, -21.25], [18.06, -0.24, -15.02], [18.11, 0.59, -16.30], [19.13, -0.03, -17.25], [17.03, 0.58, -16.96], [19.08, -0.32, -14.68], [17.56, -1.22, -15.04], [17.48, 0.35, -14.22], [18.41, 1.66, -16.07], [20.10, -0.25, -16.79], [19.17, 0.57, -18.17], [18.78, -0.95, -17.58], [16.56, 1.40, -16.83], [22.85, 3.86, -16.62], [21.52, 4.29, -17.14], [20.55, 3.17, -17.22], [21.02, 5.21, -16.47], [22.72, 3.10, -15.82], [23.34, 4.75, -16.25], [23.41, 3.42, -17.40], [21.66, 4.80, -18.12], [20.34, 2.71, -16.26], [21.07, 2.43, -17.86], [19.63, 3.46, -17.75], [20.43, 5.76, -17.02], [19.97, 8.30, -17.08], [19.38, 7.44, -18.18], [20.31, 7.51, -19.47], [19.02, 6.30, -17.91], [20.08, 9.30, -17.45], [20.90, 7.93, -16.74], [19.31, 8.30, -16.24], [18.44, 7.94, -18.45], [21.21, 6.88, -19.37], [20.64, 8.54, -19.59], [19.83, 7.13, -20.32], [18.90, 5.81, -18.72], [17.32, 7.04, -21.51], [17.56, 6.00, -20.70], [17.68, 7.98, -21.00], [16.25, 7.15, -21.74], [17.68, 6.90, -22.54], [17.49, 5.18, -21.16], [16.38, 4.12, -17.90], [15.86, 2.88, -17.48], [15.95, 4.50, -18.80], [17.41, 4.08, -17.75], [16.00, 4.71, -17.12], [14.96, 2.87, -17.21]]
}

4.
{
  "formula": "C21H64O21",
  "method": "the ωB97M-V functional and the def2-TZVPD basis",
  "homo_ev": -9.80,
  "smiles": "OCCO.OCCO.OCCO.OCCO.OCCO.OCCO.OCCO.OCCO.OCCO.OCCO.CO",
  "charge": 0,
  "e_above_lowest_kj_mol": 0.0,
  "multiplicity": 1,
  "e_lumo_ev": 0.418,
  "homo_lumo_gap_ev": 10.22,
  "species": ["O", "C", "C", "O", "H", "H", "H", "H", "H", "H", "O", "C", "C", "O", "H", "H", "H", "H", "H", "H", "O", "C", "C", "O", "H", "H", "H", "H", "H", "H", "O", "C", "C", "O", "H", "H", "H", "H", "H", "H", "O", "C", "C", "O", "H", "H", "H", "H", "H", "H", "O", "C", "C", "O", "H", "H", "H", "H", "H", "H", "O", "C", "C", "O", "H", "H", "H", "H", "H", "H", "O", "C", "C", "O", "H", "H", "H", "H", "H", "H", "O", "C", "C", "O", "H", "H", "H", "H", "H", "H", "O", "C", "C", "O", "H", "H", "H", "H", "H", "H", "C", "O", "H", "H", "H", "H"],
  "positions_angstrom": [[12.04, 15.42, 14.81], [12.97, 15.63, 15.98], [13.75, 14.41, 16.35], [13.02, 13.23, 16.64], [11.94, 16.25, 14.34], [13.69, 16.37, 15.55], [12.43, 16.07, 16.76], [14.27, 14.56, 17.28], [14.45, 14.23, 15.55], [12.20, 13.19, 16.12], [7.69, 13.98, 15.44], [8.06, 12.64, 15.18], [9.36, 12.59, 14.33], [10.37, 13.16, 15.18], [8.46, 14.47, 15.60], [8.30, 12.12, 16.10], [7.27, 12.08, 14.63], [9.25, 13.13, 13.39], [9.59, 11.51, 14.15], [10.93, 13.94, 14.87], [14.98, 18.40, 9.29], [13.61, 18.80, 9.08], [12.70, 17.84, 9.76], [13.16, 17.44, 11.07], [15.11, 17.58, 8.73], [13.48, 19.77, 9.67], [13.49, 19.03, 8.01], [12.58, 16.93, 9.16], [11.69, 18.30, 9.84], [14.10, 17.26, 11.02], [12.94, 7.37, 8.90], [14.28, 7.31, 9.21], [15.00, 8.64, 9.34], [14.28, 9.38, 10.35], [12.86, 7.93, 8.11], [14.22, 6.83, 10.19], [14.76, 6.59, 8.50], [15.01, 9.20, 8.40], [16.04, 8.38, 9.75], [13.39, 9.51, 9.97], [7.94, 15.21, 7.37], [7.63, 15.69, 8.67], [8.46, 15.07, 9.73], [9.66, 15.83, 9.85], [8.83, 15.63, 7.14], [7.89, 16.80, 8.59], [6.57, 15.57, 8.87], [8.64, 14.03, 9.54], [7.90, 15.17, 10.69], [10.40, 15.29, 10.19], [13.93, 10.92, 12.89], [14.70, 10.20, 13.90], [14.25, 8.75, 14.15], [14.32, 7.93, 12.98], [14.18, 10.59, 12.06], [15.75, 10.14, 13.57], [14.59, 10.83, 14.78], [13.27, 8.66, 14.62], [14.95, 8.42, 14.89], [13.48, 7.99, 12.51], [15.65, 13.76, 9.38], [14.62, 14.24, 8.58], [13.66, 13.17, 8.14], [13.31, 12.32, 9.22], [15.38, 13.77, 10.31], [13.90, 14.92, 9.09], [15.10, 14.68, 7.65], [14.06, 12.59, 7.27], [12.78, 13.67, 7.79], [13.95, 12.36, 9.97], [11.78, 8.53, 11.67], [11.00, 9.70, 11.61], [10.29, 9.85, 10.25], [11.24, 9.97, 9.23], [11.79, 8.14, 10.79], [10.29, 9.68, 12.40], [11.56, 10.60, 11.84], [9.65, 10.78, 10.35], [9.61, 9.00, 10.00], [11.78, 10.81, 9.35], [7.97, 16.10, 13.27], [9.18, 16.57, 13.88], [9.83, 17.54, 12.89], [11.20, 17.56, 13.29], [7.67, 15.32, 13.65], [9.00, 17.04, 14.85], [9.95, 15.83, 14.03], [9.42, 18.55, 13.01], [9.73, 17.28, 11.87], [11.83, 18.06, 12.77], [14.35, 13.31, 11.70], [13.48, 14.30, 12.29], [12.03, 14.11, 11.96], [11.83, 14.28, 10.59], [14.38, 12.51, 12.27], [13.58, 14.26, 13.36], [13.79, 15.27, 11.89], [11.55, 14.96, 12.44], [11.66, 13.12, 12.29], [12.07, 13.37, 10.18], [9.30, 18.37, 7.06], [10.05, 17.25, 7.51], [8.18, 18.25, 7.13], [9.60, 19.21, 7.70], [9.62, 18.54, 6.03], [9.83, 17.09, 8.45]]
}